Record 1
35
Properties=species:S:1:pos:R:3:forces:R:3:mulliken_charge:R:1 method="wB97M-V/def2-TZVPD" e_tot_ha=-2012.26836 mol_weight_da=475.3 orbital_gap_ev=3.259 homo_ev=-14.11 charge=+2
C -1.400180 1.559071 0.448584 -0.147 -0.637 0.432 -0.99
Si -1.031370 0.780358 2.121504 0.055 2.665 -1.847 -0.43
C -1.149514 2.176075 3.389902 0.197 -1.006 0.175 -0.94
C -2.217172 -0.707143 2.532087 -1.994 -0.020 -0.379 -0.60
S 1.069141 0.179703 2.043456 1.243 -0.313 -1.040 1.04
O 1.343264 -0.541105 3.405784 -2.771 -1.169 1.111 -0.76
O 1.744277 1.428560 1.991364 -0.235 0.968 0.852 -0.51
N 1.279036 -0.735691 0.817497 -0.669 0.253 0.917 -0.13
S 2.874329 -0.965405 0.408786 2.375 -2.399 -0.251 1.09
O 3.795393 -0.443625 1.350699 -0.480 1.546 0.189 -0.57
O 3.031696 -2.362119 0.223583 -0.867 -0.593 -0.726 -0.61
O 3.100472 -0.300758 -1.055187 -1.758 -0.060 0.789 -0.32
C 1.933702 0.386164 -1.509521 -0.677 1.592 -0.145 0.43
O 1.705387 1.478783 -1.066890 0.418 -0.543 -0.004 -0.50
C 1.015664 -0.260230 -2.480568 1.275 0.062 0.625 0.68
C 1.217300 -1.555276 -2.905580 0.839 -0.605 0.352 -0.36
C 0.342038 -2.152979 -3.779635 -0.093 -0.538 -0.171 -0.66
C -0.741061 -1.433086 -4.231094 -0.253 -0.320 -0.347 -0.48
C -0.907916 -0.125401 -3.824771 -1.052 0.812 -0.334 -0.50
C -0.049827 0.488612 -2.948394 -0.110 0.001 0.070 -0.61
H -2.303968 2.171226 0.539258 0.049 -0.168 -0.054 0.54
H -0.540812 2.225308 0.276346 -0.027 -0.269 -0.071 0.32
H -1.494494 0.822173 -0.353517 0.106 0.244 -0.035 0.33
H -2.017219 2.813349 3.190605 -0.129 -0.375 0.185 0.36
H -0.262721 2.796383 3.193060 0.047 -0.305 0.243 0.34
H -1.136476 1.826188 4.437532 -0.003 0.612 -0.002 0.43
H -2.010583 -1.669992 1.961774 -0.114 0.448 0.820 0.30
H -3.233828 -0.395882 2.242955 0.264 0.026 -0.131 0.50
H -2.296078 -0.869357 3.662113 -6.169 1.862 -4.340 0.36
H 2.075447 -2.114204 -2.541059 -0.081 0.121 -0.011 0.46
H 0.505666 -3.176873 -4.096050 -0.022 0.104 -0.007 0.43
H -1.457806 -1.886237 -4.907778 0.095 0.079 0.015 0.42
H -1.743777 0.455083 -4.205513 0.043 -0.153 -0.032 0.41
H -0.207480 1.512269 -2.632520 0.149 -0.053 -0.066 0.59
La -0.830530 -1.403941 4.301188 10.494 -1.872 3.218 1.95


Record 2
33
Properties=species:S:1:pos:R:3:forces:R:3:mulliken_spin:R:1 method="wB97M-V/def2-TZVPD" s_squared=12.209 multiplicity=7 e_tot_ha=-2142.06352 mol_weight_da=317.2 orbital_gap_ev="8.314 / 5.516" homo_ev="-12.11 / -11.10" charge=+1
Mn -3.738626 5.570670 -24.584313 -0.218 0.294 0.078 4.77
C -5.424368 2.412892 -26.775841 2.195 2.252 0.510 0.33
C -4.929784 3.432849 -25.910128 -3.379 -2.418 2.618 -0.08
C -5.459622 3.401055 -24.397879 -0.064 -0.626 -1.260 -0.11
O -5.065361 4.368157 -23.682653 -0.616 -0.980 0.074 0.00
C -6.326959 2.330878 -23.955673 2.531 3.937 0.584 0.32
C -6.745493 1.417635 -24.855649 -3.335 -4.932 1.028 -0.07
C -6.294842 1.479708 -26.305527 -2.566 -4.891 -3.199 -0.08
O -6.684951 0.597388 -27.209280 0.783 2.543 3.607 0.40
O -7.498483 0.474393 -24.336761 2.162 2.438 -2.737 0.38
O -4.252636 4.392749 -26.201490 1.877 1.982 -1.189 0.03
H -5.023444 2.352056 -27.776817 -0.315 -0.052 -0.167 0.00
H -6.624554 2.322060 -22.917524 -0.167 -0.208 -0.052 0.00
C -0.828567 4.931564 -24.806926 0.229 0.966 -0.320 0.00
C -1.220909 5.934168 -25.903763 -0.736 -1.214 -0.225 0.00
O -2.280190 6.825957 -25.450424 1.358 0.010 -0.201 0.02
O -2.004692 4.260934 -24.319149 0.760 0.205 -0.274 0.02
H -0.352959 5.455981 -23.978138 0.126 -0.097 0.082 0.00
H -0.131327 4.226657 -25.259764 0.010 -0.028 0.121 0.00
H -1.695346 5.342477 -26.686647 0.138 -0.016 -0.263 0.00
H -0.370622 6.448948 -26.351106 -0.037 0.154 0.409 0.00
H -2.027201 7.728323 -25.658590 -0.281 0.204 0.116 0.01
H -1.783509 3.343146 -24.144957 -0.257 -0.180 0.077 0.00
C -3.655732 7.464348 -22.149931 -0.651 0.649 -0.010 0.00
C -5.035165 7.580973 -22.821276 0.453 0.243 1.083 0.00
O -4.950579 7.342956 -24.264297 -0.075 0.304 1.525 0.02
O -3.136655 6.225262 -22.567990 0.775 -0.300 -0.674 0.02
H -3.664407 7.342338 -21.066815 -0.853 0.855 0.112 0.00
H -3.065587 8.344862 -22.403930 0.537 -0.242 -0.221 0.00
H -5.449448 8.583911 -22.718403 0.105 -0.091 0.408 0.00
H -5.633541 6.866291 -22.256232 -0.592 -0.225 -0.840 0.00
H -5.601758 7.958989 -24.607909 -0.012 -0.255 -0.699 0.01
H -2.379043 6.008248 -22.019781 0.117 -0.282 -0.101 0.01